[1]
The following is a quantum chemistry calculation of a 14-piece molecular cluster, C46H125N5O14 overall, from OMol25.

```
190
C46H125N5O14 wB97M-V/def2-TZVPD
C -1.207 -4.569 -3.906
C 0.028 -4.455 -3.030
O -0.333 -4.081 -1.701
H -0.813 -5.047 -4.803
H -1.427 -3.539 -4.185
H -2.105 -4.956 -3.425
H 0.848 -3.828 -3.379
H 0.509 -5.433 -3.019
H -0.653 -3.179 -1.633
C -5.357 -1.796 2.105
C -4.433 -0.644 1.689
C -4.315 0.337 2.814
O -3.129 -1.187 1.463
H -6.392 -1.495 2.265
H -5.055 -2.229 3.058
H -5.406 -2.597 1.367
H -4.715 -0.194 0.737
H -3.518 1.005 2.489
H -3.998 -0.074 3.772
H -5.218 0.941 2.903
H -2.503 -0.464 1.387
C 4.318 1.897 -0.470
C 2.938 1.854 -1.105
C 1.974 2.969 -0.608
O 2.982 1.853 -2.519
H 4.806 0.975 -0.785
H 4.232 1.980 0.614
H 4.861 2.779 -0.807
H 2.404 0.938 -0.852
H 2.440 3.952 -0.551
H 1.545 2.791 0.378
H 1.119 3.054 -1.279
H 3.389 1.024 -2.782
C 0.346 3.247 -4.625
C 1.366 4.378 -4.699
C 1.209 5.461 -3.650
O 2.695 3.881 -4.392
H -0.677 3.623 -4.657
H 0.415 2.661 -3.709
H 0.485 2.566 -5.465
H 1.396 4.770 -5.716
H 0.215 5.878 -3.810
H 1.938 6.261 -3.774
H 1.316 5.199 -2.598
H 2.635 3.212 -3.707
C -4.774 -3.360 -1.861
C -4.702 -2.183 -2.841
C -5.265 -0.938 -2.253
O -3.474 -1.997 -3.445
H -4.576 -4.321 -2.335
H -5.768 -3.414 -1.416
H -4.085 -3.260 -1.022
H -5.415 -2.494 -3.604
H -4.672 -0.401 -1.513
H -6.283 -1.040 -1.878
H -5.430 -0.194 -3.033
H -3.592 -1.432 -4.212
C -2.489 -1.300 6.472
C -1.950 -0.040 5.764
C -2.910 1.123 6.061
O -0.751 0.399 6.279
H -3.383 -1.730 6.021
H -2.626 -1.136 7.541
H -1.767 -2.116 6.457
H -1.875 -0.242 4.695
H -3.917 0.705 6.043
H -2.957 1.808 5.214
H -2.701 1.657 6.988
H -0.502 1.135 5.716
C -0.393 4.517 6.404
C -0.282 3.995 4.961
C 0.694 4.773 4.140
O 0.078 2.636 4.975
H 0.574 4.331 6.872
H -1.126 3.954 6.982
H -0.670 5.570 6.455
H -1.251 4.077 4.468
H 1.745 4.556 4.329
H 0.398 5.821 4.191
H 0.574 4.517 3.087
H 1.023 2.590 5.140
C -2.503 0.791 -7.456
C -2.504 -0.333 -6.370
C -1.360 -0.113 -5.324
O -3.685 -0.501 -5.730
H -2.369 1.760 -6.977
H -3.429 0.913 -8.018
H -1.634 0.644 -8.097
H -2.438 -1.289 -6.890
H -1.477 0.837 -4.803
H -0.390 0.015 -5.805
H -1.257 -0.899 -4.575
H -4.289 0.067 -6.215
C -2.920 5.986 -0.049
C -3.291 4.496 -0.042
C -2.501 3.668 1.032
O -4.652 4.324 0.191
H -1.932 5.990 -0.508
H -2.847 6.305 0.991
H -3.677 6.568 -0.573
H -3.090 4.075 -1.027
H -2.796 4.113 1.983
H -1.435 3.671 0.807
H -2.792 2.617 1.029
H -4.792 4.535 1.117
C 2.395 -2.371 -0.626
C 3.467 -3.350 -1.142
C 4.812 -3.170 -0.535
O 5.419 -1.977 -0.995
C 6.722 -1.816 -0.467
N 2.851 -4.666 -1.128
H 1.569 -2.121 -1.292
H 2.859 -1.430 -0.333
H 1.981 -2.670 0.338
H 3.731 -3.152 -2.181
H 5.396 -4.006 -0.920
H 4.747 -3.153 0.553
H 6.867 -2.251 0.522
H 6.921 -0.752 -0.337
H 7.412 -2.325 -1.141
H 1.865 -4.460 -1.200
H 2.859 -5.002 -0.176
C -0.567 -3.167 2.861
C -1.638 -4.259 2.623
C -2.670 -4.169 3.755
O -2.068 -4.350 4.977
C -1.469 -5.597 5.233
N -2.355 -3.967 1.394
H 0.090 -3.357 3.710
H -1.046 -2.187 2.860
H 0.155 -3.146 2.045
H -1.109 -5.208 2.542
H -3.494 -4.877 3.669
H -3.128 -3.182 3.809
H -2.114 -6.470 5.324
H -0.897 -5.538 6.159
H -0.713 -5.846 4.489
H -2.631 -3.014 1.583
H -1.668 -3.778 0.679
C 5.217 2.154 5.260
C 3.737 2.193 4.831
C 3.201 0.852 4.218
O 3.955 0.477 3.067
C 3.488 -0.635 2.335
N 2.854 2.651 5.940
H 5.375 3.135 5.707
H 5.997 2.033 4.509
H 5.276 1.380 6.026
H 3.627 3.016 4.125
H 2.128 0.892 4.032
H 3.323 0.080 4.978
H 3.351 -1.561 2.894
H 4.154 -0.890 1.511
H 2.549 -0.489 1.800
H 3.169 2.202 6.789
H 3.134 3.595 6.163
C -2.012 0.712 -1.905
C -1.116 -0.378 -1.337
C -0.385 0.076 -0.053
O -1.258 0.595 0.932
C -0.532 1.016 2.102
N -1.880 -1.576 -1.191
H -1.412 1.574 -2.197
H -2.726 1.057 -1.157
H -2.481 0.343 -2.817
H -0.392 -0.654 -2.103
H 0.356 0.828 -0.324
H 0.225 -0.784 0.223
H 0.114 1.828 1.767
H 0.161 0.281 2.510
H -1.174 1.319 2.930
H -2.476 -1.689 -1.999
H -2.477 -1.442 -0.387
C 2.333 -0.961 -4.238
C 3.863 -0.964 -4.239
C 4.433 -0.205 -5.444
O 4.050 -0.817 -6.724
C 4.689 -2.059 -7.045
N 4.396 -0.351 -3.053
H 1.911 -1.412 -5.136
H 1.917 0.044 -4.171
H 1.960 -1.520 -3.379
H 4.228 -1.984 -4.368
H 5.520 -0.137 -5.467
H 3.893 0.742 -5.469
H 5.769 -1.952 -7.148
H 4.350 -2.486 -7.989
H 4.551 -2.843 -6.300
H 5.318 0.002 -3.264
H 4.597 -1.026 -2.329
```

Values from the calculation:
Net charge: 0
Spin multiplicity: 1

Results of the Mulliken charge analysis, in e, for atoms 1 through 8: -0.8413 -0.0704 -0.5885 0.4832 -0.0419 0.1525 0.0792 0.3722



[2]
The following is a quantum chemistry calculation of a 12-piece molecular cluster, C46H127N11O12 overall, from OMol25.

```
196
C46H127N11O12 wB97M-V/def2-TZVPD
C -0.004 3.145 -3.572
O 0.409 4.525 -3.480
C -0.445 5.364 -4.266
C -0.219 5.278 -5.774
C 1.090 5.850 -6.313
N -1.396 5.981 -6.361
H 0.052 2.787 -2.544
H 0.581 2.597 -4.311
H -1.019 2.850 -3.837
H -1.453 5.140 -3.916
H -0.305 6.392 -3.933
H -0.393 4.260 -6.124
H 1.207 6.933 -6.306
H 1.101 5.763 -7.399
H 2.054 5.425 -6.034
H -1.784 5.673 -7.241
H -2.175 6.036 -5.720
C -1.665 -0.343 0.564
O -0.745 -0.210 -0.556
C 0.627 -0.353 -0.299
C 1.444 -0.328 -1.679
C 1.346 -1.605 -2.517
N 2.830 0.046 -1.288
H -1.646 -1.292 1.100
H -2.666 -0.198 0.159
H -1.448 0.335 1.389
H 0.928 0.528 0.269
H 0.631 -1.355 0.128
H 1.022 0.484 -2.271
H 0.339 -1.992 -2.675
H 1.869 -2.417 -2.011
H 1.856 -1.479 -3.472
H 2.799 0.803 -0.620
H 3.373 0.342 -2.086
C 3.905 -5.709 -3.564
O 4.920 -4.681 -3.637
C 4.594 -3.427 -3.089
C 5.860 -2.506 -3.159
C 5.554 -1.079 -2.638
N 6.142 -2.388 -4.567
H 3.900 -6.099 -2.547
H 3.834 -6.593 -4.198
H 2.932 -5.228 -3.663
H 3.829 -3.063 -3.775
H 4.230 -3.566 -2.071
H 6.601 -3.126 -2.654
H 6.464 -0.512 -2.835
H 5.453 -1.121 -1.554
H 4.745 -0.564 -3.157
H 7.066 -1.993 -4.666
H 6.330 -3.334 -4.866
C 0.580 5.082 0.679
O -0.635 4.694 0.134
C -1.690 4.214 1.009
C -3.036 4.035 0.221
C -4.054 3.181 0.970
N -2.808 3.212 -0.968
H 1.093 5.518 -0.178
H 1.283 4.346 1.068
H 0.592 5.795 1.504
H -1.646 3.308 1.614
H -2.016 4.981 1.712
H -3.478 4.992 -0.054
H -5.014 3.290 0.465
H -4.187 3.553 1.985
H -3.898 2.114 1.128
H -2.562 2.333 -0.536
H -1.949 3.563 -1.365
C -3.607 1.619 4.420
O -2.746 0.494 4.360
C -2.643 -0.183 5.650
C -1.979 -1.505 5.356
C -2.755 -2.395 4.384
N -1.678 -2.270 6.550
H -3.624 1.836 3.351
H -3.010 2.345 4.971
H -4.640 1.571 4.763
H -2.155 0.388 6.440
H -3.613 -0.311 6.131
H -0.976 -1.526 4.930
H -2.231 -3.339 4.239
H -3.005 -1.989 3.403
H -3.739 -2.819 4.586
H -2.537 -2.782 6.694
H -1.135 -2.981 6.080
C -1.282 -3.919 -0.521
O -0.277 -4.950 -0.521
C 1.053 -4.615 -0.111
C 1.960 -5.829 0.234
C 1.288 -6.752 1.175
N 3.247 -5.337 0.664
H -1.455 -3.616 0.512
H -2.140 -4.389 -1.002
H -1.054 -3.038 -1.122
H 1.508 -3.942 -0.837
H 0.959 -3.981 0.771
H 2.279 -6.399 -0.639
H 0.582 -7.368 0.619
H 0.700 -6.164 1.879
H 1.886 -7.331 1.878
H 3.217 -4.851 1.549
H 3.957 -6.048 0.761
C 6.139 5.146 0.243
O 4.947 4.731 -0.354
C 5.098 4.416 -1.748
C 4.422 3.090 -2.233
C 4.580 2.857 -3.758
N 3.005 3.059 -1.856
H 6.598 5.887 -0.411
H 6.842 4.325 0.388
H 6.023 5.786 1.117
H 4.603 5.236 -2.269
H 6.162 4.274 -1.940
H 4.998 2.250 -1.845
H 3.997 3.528 -4.389
H 4.284 1.826 -3.955
H 5.626 3.045 -4.001
H 3.147 3.272 -0.878
H 2.403 3.753 -2.276
C -3.038 -2.681 -4.276
O -1.869 -3.461 -4.273
C -2.106 -4.857 -4.435
C -1.071 -5.752 -3.611
C 0.429 -5.465 -3.783
N -1.287 -7.115 -3.912
H -2.787 -1.621 -4.277
H -3.633 -2.664 -3.364
H -3.818 -2.863 -5.016
H -3.069 -5.268 -4.133
H -1.858 -5.071 -5.475
H -1.223 -5.587 -2.545
H 0.920 -5.700 -2.838
H 0.659 -4.427 -4.023
H 0.988 -5.970 -4.571
H -0.768 -7.811 -3.396
H -2.233 -7.365 -3.664
C 0.412 5.719 5.674
O 0.683 4.237 5.658
C 1.782 3.830 4.808
C 1.706 2.232 4.725
C 0.593 1.755 3.876
N 1.497 1.786 6.142
H 0.490 6.168 6.664
H -0.649 5.772 5.432
H 0.940 6.392 4.999
H 1.774 4.296 3.823
H 2.746 4.098 5.241
H 2.626 1.811 4.320
H -0.361 2.246 4.067
H 0.546 0.683 4.065
H 0.876 2.023 2.857
H 0.663 2.201 6.532
H 2.206 2.114 6.782
C -9.625 -1.697 1.289
O -8.467 -0.887 1.491
C -7.765 -1.211 2.742
C -6.361 -0.400 2.885
C -5.493 -0.487 1.624
N -5.590 -0.886 4.038
H -10.219 -2.057 2.128
H -9.380 -2.616 0.757
H -10.348 -1.231 0.619
H -8.239 -0.848 3.653
H -7.705 -2.295 2.832
H -6.631 0.650 2.999
H -4.465 -0.126 1.651
H -5.992 -0.164 0.710
H -5.324 -1.543 1.414
H -5.997 -0.457 4.856
H -4.643 -0.540 3.986
C 1.658 -2.448 4.537
O 2.756 -3.089 3.896
C 3.361 -2.399 2.857
C 3.780 -0.906 3.141
C 4.405 -0.207 2.000
N 4.843 -1.042 4.140
H 0.861 -2.302 3.808
H 1.974 -1.508 4.990
H 1.257 -3.023 5.372
H 4.226 -3.007 2.591
H 2.659 -2.485 2.027
H 2.951 -0.389 3.624
H 3.755 -0.249 1.125
H 5.204 -0.776 1.525
H 4.576 0.850 2.202
H 4.851 -1.999 4.466
H 5.714 -0.954 3.637
C -5.257 1.067 -2.394
C -4.655 2.159 -3.366
O -4.844 3.461 -2.817
H -5.141 0.054 -2.780
H -6.255 1.279 -2.012
H -4.663 1.031 -1.481
H -5.105 2.068 -4.355
H -3.592 2.000 -3.545
H -4.202 3.625 -2.122
```

Values from the calculation:
Energy above the lowest of the compared OMol25 structures with the same formula, charge and spin: 6.984 eV
Structure (SMILES): COC[C@H](C)N.COC[C@H](C)N.COC[C@H](C)N.COC[C@H](C)N.COC[C@H](C)N.COC[C@H](C)N.COC[C@H](C)N.COC[C@H](C)N.COC[C@H](C)N.COC[C@H](C)N.COC[C@H](C)N.CCO
Net charge: 0
Spin multiplicity: 1

Results of the Mulliken charge analysis, in e, for atoms 1 through 8: -0.9422 -0.2439 -1.1423 1.0208 -1.4074 -0.7094 0.0324 0.4143



no.,Kohn-Sham gap (eV)
1,9.13
2,9.18